(1)
# C5H15N2O

An isolated ion of composition C5H15N2O and charge +1 at a distorted geometry (the ωB97M-V functional and the def2-TZVPD basis, the OMol25 dataset).

As for the total charge: +1. For the orbital gap, the calculation gives 10.77 eV. The energy above the lowest of the compared OMol25 structures with the same formula, charge and spin is 34.6 kcal per mole. The SMILES is C[NH2+]CCNCCO. As for the LUMO energy: -0.1054 Eh. Its spin multiplicity is 1.

CARTESIAN COORDINATES (ANGSTROEM)
C: -1.0853 -1.2209 -2.5596
N: -0.7316 0.0730 -1.9492
C: -1.6496 0.3892 -0.8264
C: -1.0651 -0.2788 0.4626
N: 0.3703 -0.0670 0.4685
C: 0.8121 0.9729 1.4271
C: 2.2490 0.7091 1.8272
O: 2.3527 -0.5849 2.3892
H: -2.1421 -1.3895 -2.7279
H: -0.7000 -1.9871 -1.8847
H: -0.5831 -1.4408 -3.5026
H: -0.6497 0.8835 -2.5678
H: 0.1908 0.0164 -1.4724
H: -1.6854 1.4497 -0.6033
H: -2.6610 0.0038 -0.9217
H: -1.4106 -1.3079 0.5579
H: -1.6382 0.1775 1.2788
H: 0.8767 -0.9180 0.6817
H: 0.7306 1.9527 0.9554
H: 0.1776 0.9742 2.3162
H: 2.8964 0.6687 0.9400
H: 2.5665 1.5306 2.4716
H: 2.7789 -0.6064 3.2394

Mulliken population analysis, charges in e, atoms 1 to 8: number 1, C, carries -0.848; number 2, N, carries -0.049; number 3, C, carries -0.771; number 4, C, carries -0.547; number 5, N, carries -0.311; number 6, C, carries -0.490; number 7, C, carries -0.598; number 8, O, carries -0.526

(2)
# C23H33AsF6N2OS4Tc

C23H33AsF6N2OS4Tc as an isolated structure (the ωB97M-V functional and the def2-TZVPD basis, the OMol25 dataset).

As for the total charge: +1. For the orbital gap (spin up / spin down), the calculation gives 6.92 / 6.55 eV. The energy above the lowest of the compared OMol25 structures with the same formula, charge and spin is 0.0 kcal per mole. As for the LUMO energy (spin up / spin down): -0.1462 / -0.2081 Eh. Its spin multiplicity is 3.

CARTESIAN COORDINATES (ANGSTROEM)
Tc: 0.1899 0.1710 0.0090
C: 2.1674 -0.5943 1.0153
C: 2.4363 -0.5459 -0.3695
C: 2.1504 0.8397 -0.7978
C: 1.8010 1.5527 0.3972
C: 1.9341 0.6948 1.5285
C: 2.1721 1.0891 2.9707
C: 1.5206 0.1464 3.9803
C: 3.7114 0.9325 3.0825
C: 1.8434 2.5455 3.2836
C: 2.5508 1.6594 -2.0374
C: 3.9179 2.2830 -1.6810
C: 1.5711 2.8097 -2.2927
C: 2.6759 0.8922 -3.3545
C: 3.2375 -1.7133 -1.0004
C: 2.7676 -2.3383 -2.3163
C: 4.6735 -1.1674 -1.1638
C: 3.3600 -2.8739 0.0044
H: 2.2342 -1.4850 1.6163
H: 1.6322 2.6159 0.4447
H: 1.7526 -0.9003 3.7773
H: 0.4395 0.2613 4.0079
H: 1.9014 0.3757 4.9761
H: 4.0222 -0.1030 2.9374
H: 4.0232 1.2436 4.0801
H: 4.2321 1.5591 2.3553
H: 0.7774 2.7500 3.2883
H: 2.3376 3.2300 2.5908
H: 2.2183 2.7779 4.2811
H: 3.8430 2.9236 -0.8003
H: 4.2555 2.9030 -2.5129
H: 4.6811 1.5310 -1.4922
H: 1.4733 3.4915 -1.4468
H: 0.5816 2.4440 -2.5596
H: 1.9459 3.3976 -3.1309
H: 3.4395 0.1228 -3.3331
H: 2.9626 1.6033 -4.1301
H: 1.7331 0.4394 -3.6601
H: 2.5786 -1.6267 -3.1148
H: 1.8774 -2.9487 -2.1693
H: 3.5644 -3.0038 -2.6524
H: 4.7852 -0.4890 -2.0018
H: 5.3386 -2.0144 -1.3369
H: 5.0169 -0.6608 -0.2585
H: 2.3955 -3.2904 0.2844
H: 3.9067 -2.5849 0.9046
H: 3.9366 -3.6658 -0.4724
O: -3.9289 0.3277 -5.4819
C: -3.2154 0.2887 -4.5386
S: -3.2239 1.5503 -3.2498
C: -1.8979 0.9131 -2.3711
C: -1.2834 -0.2360 -2.8601
S: 0.0477 -0.9413 -2.1157
S: -1.9144 -0.9211 -4.3190
S: -1.3698 1.6821 -0.9432
N: -1.5129 0.1662 2.6061
C: -2.2818 0.8938 3.4169
C: -2.1105 2.2223 3.0765
C: -1.2097 2.1992 2.0196
N: -0.8445 0.9453 1.7373
H: -1.4384 -0.8468 2.5436
H: -2.8875 0.4187 4.1703
H: -2.5758 3.0812 3.5259
H: -0.8111 3.0234 1.4512
F: -1.4329 -1.2208 0.3125
As: -1.4354 -3.0739 0.6603
F: -0.9910 -2.5834 2.2866
F: -3.0786 -2.8783 1.0654
F: -1.3761 -4.7180 1.0556
F: -1.8134 -3.3110 -0.9904
F: 0.2517 -2.9972 0.2628

Mulliken population analysis, charges in e, atoms 1 to 8: number 1, Tc, carries 1.068; number 2, C, carries -1.017; number 3, C, carries 1.042; number 4, C, carries 0.699; number 5, C, carries -0.695; number 6, C, carries 0.995; number 7, C, carries 1.508; number 8, C, carries -1.392

(3)
# C3HLiO2

C3HLiO2 as an isolated structure at a distorted geometry (the ωB97M-V functional and the def2-TZVPD basis, the OMol25 dataset).

As for the total charge: +1. For the orbital gap (spin up / spin down), the calculation gives 11.15 / 8.72 eV. The energy above the lowest of the compared OMol25 structures with the same formula, charge and spin is 0.0 kcal per mole. As for the LUMO energy (spin up / spin down): -0.1595 / -0.2647 Eh. Its spin multiplicity is 2.

CARTESIAN COORDINATES (ANGSTROEM)
O: -1.3157 -1.6200 -1.1501
C: -0.2331 -1.4896 -0.7649
C: 0.8457 -0.7573 -0.4979
H: 1.7745 -1.2367 -0.8823
C: -1.3718 2.7322 0.9980
O: -0.6455 1.8661 1.0480
Li: 0.9458 0.5053 1.2491

Computed Mulliken charges, given in elementary charges: number 1, O, carries -0.177; number 2, C, carries 0.829; number 3, C, carries -0.968; number 4, H, carries 0.353; number 5, C, carries 0.085; number 6, O, carries -0.074; number 7, Li, carries 0.952

(4)
# C6H7N

An isolated molecule of C6H7N (the ωB97M-V functional and the def2-TZVPD basis, the OMol25 dataset).

For the orbital gap (spin up / spin down), the calculation gives 7.97 / 7.61 eV. The energy above the lowest of the compared OMol25 structures with the same formula, charge and spin is 113.6 kcal per mole. The SMILES is C=C[C@H]1CC=C=N1. As for the LUMO energy (spin up / spin down): -0.0153 / -0.0245 Eh. Its spin multiplicity is 1.

CARTESIAN COORDINATES (ANGSTROEM)
C: -1.0001 -1.5812 0.2209
C: -1.3638 -0.3639 -0.1762
C: -0.5153 0.8669 -0.1111
C: 0.8466 0.7429 0.7037
C: 1.7324 0.0880 -0.3741
C: 1.1064 0.5951 -1.4369
N: 0.0592 1.2715 -1.4919
H: -1.6620 -2.4333 0.0919
H: -0.0363 -1.7811 0.6812
H: -2.3399 -0.2222 -0.6388
H: -1.1211 1.7228 0.2076
H: 1.1702 1.7504 0.9949
H: 0.7769 0.1385 1.6155
H: 2.3467 -0.7946 -0.2867

Mulliken population analysis, charges in e, atoms 1 to 8: number 1, C, carries -0.687; number 2, C, carries -0.269; number 3, C, carries 0.257; number 4, C, carries -0.691; number 5, C, carries -0.403; number 6, C, carries 0.269; number 7, N, carries -0.535; number 8, H, carries 0.260